15
Properties=species:S:1:pos:R:3:mulliken_charge:R:1 method="wB97M-V/def2-TZVPD" spin_multiplicity=1 e_tot_ev=-29465.6384 e_homo_ev=-6.31 de_lowest_kcal_mol=95.7 max_force_ev_per_a=5.80
C -1.57913 -1.85956 0.46040 -0.04
C 0.57423 0.95288 1.00881 0.26
C 1.71217 0.52813 0.10650 -0.29
C 1.04219 1.47524 -0.89385 -0.24
H -1.54196 -0.23145 -0.75776 0.18
H -2.29479 -1.63176 -1.45464 0.23
H -1.93440 -2.89272 0.43236 0.30
H 1.70731 -0.53443 -0.14779 0.19
H 2.69814 0.81701 0.46798 0.22
H 0.59463 1.02146 -1.77595 0.23
H 1.59323 2.38143 -1.15917 0.26
N -1.82778 -1.19660 -0.67485 -0.28
O 0.01644 1.77742 0.09711 -0.36
S -0.83008 -1.24868 1.78423 -0.33
S 0.06980 0.64164 2.50663 -0.33


63
Properties=species:S:1:pos:R:3:lowdin_spin:R:1 method="wB97M-V/def2-TZVPD" spin_multiplicity=2 e_tot_ev=-45767.8145 total_charge=+7 e_homo_ev="-25.61 / -25.52" max_force_ev_per_a=8.65
Hf -3.27165 -0.52632 -1.25455 -0.02
C -2.02614 6.25034 -7.15653 0.00
N -1.27251 5.42037 -6.17491 0.02
C -0.73671 4.21701 -6.55404 0.27
C 0.09740 3.46331 -5.70509 0.19
C 0.42368 3.85831 -4.38292 -0.01
C -0.19702 5.08320 -3.97971 0.30
C -0.98042 5.82127 -4.91237 0.24
C 1.06375 3.03663 -3.38655 0.00
C 1.82944 3.61912 -2.39447 -0.01
C 2.34026 2.86763 -1.28659 0.00
N 2.17053 1.58940 -1.22320 0.00
C 1.42983 0.93535 -2.15467 0.00
C 0.91835 1.64792 -3.36586 -0.01
C 2.64287 0.82699 -0.02899 0.00
H -1.39893 6.72858 -7.90886 0.00
H -2.75486 6.85180 -6.61311 0.00
H -2.49953 5.49729 -7.78654 0.00
H -0.99028 3.83913 -7.53348 0.01
H 0.43483 2.55059 -6.17358 0.01
H -0.05997 5.59804 -3.04026 0.01
H -1.46860 6.73967 -4.62148 0.01
H 1.93096 4.69427 -2.38233 0.00
H 3.04722 3.18712 -0.53524 0.00
H 1.26243 -0.13027 -2.10140 0.00
H 0.26863 1.21737 -4.11345 0.00
H 1.78137 0.28871 0.36619 0.00
H 3.05291 1.53514 0.69107 0.00
H 3.41666 0.17155 -0.42868 0.00
C -1.37940 1.07953 6.18413 0.00
N -0.70186 -0.10806 5.57480 0.00
C -0.44078 -1.23889 6.20903 0.00
C -0.01074 -2.34197 5.54451 0.00
C 0.37850 -2.21927 4.24244 0.00
C 0.34944 -0.96542 3.59519 0.00
C -0.25519 0.05441 4.28978 0.00
C 0.85420 -3.36888 3.59500 0.00
C 0.29607 -3.69910 2.34096 0.00
C 0.53227 -4.89016 1.72864 0.00
N 1.34115 -5.80417 2.37925 0.00
C 1.78839 -5.62531 3.66544 0.00
C 1.61851 -4.37347 4.25810 0.00
C 1.60733 -7.04197 1.56079 0.00
H -1.53929 1.85459 5.43458 0.00
H -0.64675 1.46873 6.89112 0.00
H -2.36195 0.76091 6.53226 0.00
H -0.82678 -1.24030 7.21770 0.00
H -0.08814 -3.26838 6.09422 0.00
H 0.49973 -0.85744 2.53117 0.00
H -0.38194 1.00961 3.80200 0.00
H -0.46036 -3.07291 1.89139 0.00
H -0.08234 -5.10275 0.86640 0.00
H 2.45143 -6.30401 4.18133 0.00
H 2.09947 -4.12506 5.19264 0.00
H 0.74339 -7.27349 0.93781 0.00
H 1.93045 -7.93022 2.10367 0.00
H 2.38906 -6.92169 0.81076 0.00
B -3.90477 -2.79075 -0.59312 0.00
H -4.27623 -3.80150 -0.52497 0.00
H -4.68550 -2.15958 -0.98851 0.00
H -3.47564 -2.30457 0.26927 0.00
H -3.07768 -2.77784 -1.28594 0.00
Cl -0.73850 -1.50026 -0.38996 0.00


20
Properties=species:S:1:pos:R:3:mulliken_charge:R:1 method="wB97M-V/def2-TZVPD" spin_multiplicity=1 e_tot_ev=-14763.0981 e_homo_ev=-8.90 de_lowest_kcal_mol=22.2 max_force_ev_per_a=3.38
C -1.37495 1.37911 -2.60341 -0.59
C -1.34758 0.22752 -1.95203 -0.26
Si -1.46682 0.02600 -0.08589 0.34
N -2.26955 1.28416 0.77339 -0.47
C 0.63544 0.11977 0.80036 -0.97
C 1.22767 -1.27089 0.86875 -0.30
C 2.71825 -1.24651 1.20899 -1.26
H -1.29105 1.43988 -3.68029 0.26
H -1.47436 2.32194 -2.08852 0.27
H -1.23963 -0.68197 -2.53510 0.29
H -2.10941 -1.25075 0.24470 -0.14
H -1.72680 1.94674 1.29665 0.25
H -3.10581 1.71022 0.41738 0.21
H 1.21092 0.76802 0.14462 0.36
H 0.54989 0.57233 1.78308 0.43
H 1.09838 -1.77860 -0.08941 0.28
H 0.69271 -1.85303 1.62250 0.29
H 3.09638 -2.25517 1.36407 0.35
H 3.28080 -0.79081 0.39688 0.33
H 2.89553 -0.66797 2.11327 0.32


28
Properties=species:S:1:pos:R:3:lowdin_spin:R:1 method="wB97M-V/def2-TZVPD" spin_multiplicity=4 e_tot_ev=-169412.0131 total_charge=+1 e_homo_ev="-12.28 / -12.51" de_lowest_kcal_mol=0.0 max_force_ev_per_a=0.45
Tc -1.87486 -0.14684 -0.23985 2.45
Br -1.48618 4.78052 0.54321 0.01
C -0.10992 3.54625 0.29770 0.02
C 1.24074 3.96963 0.33259 -0.01
C 2.26964 3.08900 0.15337 0.01
Br 4.04230 3.71022 0.21263 0.00
C 2.01240 1.70674 -0.07021 0.00
C 2.96699 0.68997 -0.24966 0.02
C 2.55638 -0.60845 -0.44018 0.00
C 1.19522 -0.91282 -0.44313 0.02
N 0.26468 0.02141 -0.28274 0.01
C 0.66586 1.31545 -0.10790 0.01
C -0.38129 2.22686 0.06487 0.00
O -1.62008 1.68065 0.02542 0.08
H 1.44648 5.01651 0.50622 0.00
H 4.01986 0.93814 -0.23286 0.00
H 3.27120 -1.40533 -0.58116 0.00
H 0.85288 -1.92743 -0.58088 0.00
O -5.99866 0.53686 -0.84293 0.08
C -4.89422 0.25525 -0.69068 0.07
N -3.72906 -0.06093 -0.52921 0.11
O -1.65667 -1.97302 0.15281 0.07
N -0.91940 -2.73728 0.96518 -0.04
C -0.88671 -3.97152 0.61127 0.04
C -0.11996 -4.86324 1.43215 0.00
N 0.50481 -5.58777 2.06433 0.02
C -1.55282 -4.47179 -0.55579 0.00
N -2.07960 -4.81705 -1.51458 0.02


10
Properties=species:S:1:pos:R:3:mulliken_charge:R:1 method="wB97M-V/def2-TZVPD" spin_multiplicity=1 e_tot_ev=-14420.7260 e_homo_ev=-8.46 de_lowest_kcal_mol=56.7 max_force_ev_per_a=4.57
C 0.49926 -0.20548 0.77820 -0.67
C 1.04590 -1.15798 0.14119 -0.35
N -2.18550 -0.68547 -1.25740 -0.17
N -2.63603 0.03159 -0.51978 0.29
P -3.36286 0.74909 0.68503 -0.15
H 0.46387 0.80545 0.50860 0.29
H 0.05466 -0.27952 1.72822 0.24
H 1.00074 -2.17079 0.46050 0.22
H 1.52662 -1.09804 -0.78464 0.25
H -2.47771 1.83819 1.16872 0.04


14
Properties=species:S:1:pos:R:3:mulliken_charge:R:1 method="wB97M-V/def2-TZVPD" spin_multiplicity=1 e_tot_ev=-6347.8090 e_homo_ev="-7.79 / -7.02" de_lowest_kcal_mol=68.6 max_force_ev_per_a=2.09
C 1.44747 1.04485 -0.83469 -1.09
C 0.43926 0.05915 -0.72287 0.34
C 0.52040 -0.86259 0.71569 -0.66
C -0.89072 -1.06246 1.00774 -0.41
C -1.61627 0.00959 0.52046 -0.39
C -0.88878 0.68394 -0.46154 -0.50
H 1.54240 1.81119 -0.07040 0.34
H 2.12250 1.09714 -1.68422 0.30
H 0.41091 -0.65234 -1.55888 0.32
H 0.98074 -0.13854 1.38667 0.26
H 1.15460 -1.75000 0.63713 0.34
H -1.32481 -1.99221 1.36361 0.38
H -2.66343 0.21134 0.73070 0.38
H -1.23426 1.54092 -1.02940 0.40


23
Properties=species:S:1:pos:R:3:mulliken_charge:R:1 method="wB97M-V/def2-TZVPD" spin_multiplicity=1 e_tot_ev=-7964.0258 total_charge=+1 e_homo_ev=-14.77 de_lowest_kcal_mol=32.4 max_force_ev_per_a=0.95
C -1.33102 -0.80382 -0.29484 -1.36
C -0.56461 -0.11313 0.83228 -0.18
C -0.71733 -0.85232 2.15917 -0.51
C -0.07234 -0.13536 3.33484 -1.32
H -0.79383 -1.70032 -0.61386 0.27
H -1.54820 -0.20794 -1.18773 0.47
H -2.29104 -1.14497 0.08967 0.37
H -0.91004 0.92287 0.94480 0.47
H 0.51691 -0.08243 0.63992 0.09
H -0.27698 -1.84540 2.02885 0.34
H -1.77789 -1.02023 2.36149 0.37
H 0.98831 0.06061 3.16550 0.32
H -0.15146 -0.74595 4.23256 0.37
H -0.57275 0.81396 3.53039 0.32
C 1.34046 0.95890 -2.80736 -0.07
C 1.27624 -0.31141 -3.14050 -0.64
N 0.77406 1.45120 -1.53117 -0.15
H 1.83154 1.71324 -3.40217 0.32
H 1.77004 -0.58986 -4.06203 0.27
H 0.60993 -1.04475 -2.70333 0.28
H -0.18537 1.11573 -1.38160 0.16
H 1.30877 1.09199 -0.73593 0.39
H 0.77661 2.46936 -1.45897 0.39


17
Properties=species:S:1:pos:R:3:mulliken_charge:R:1 method="wB97M-V/def2-TZVPD" spin_multiplicity=1 e_tot_ev=-10803.3564 e_homo_ev=-8.19 de_lowest_kcal_mol=210.0 max_force_ev_per_a=5.42
C 0.32502 -0.18538 -3.07359 -0.61
C -0.26206 0.58749 -0.83433 0.16
C 0.46245 -1.87280 1.73935 -0.73
C -0.32174 0.37362 2.00847 0.05
H 1.15295 -0.69659 -2.60324 0.31
H 0.26073 0.46955 -3.91981 0.25
H -0.43931 -1.08734 -3.29347 0.22
H -1.00720 1.43288 -0.17052 0.28
H 1.41085 -1.19832 2.80738 0.19
H -0.43667 -2.78347 2.28150 0.21
H 1.22044 -2.32004 0.69778 0.29
H -0.17963 0.34900 3.25864 0.21
H -0.54829 2.33208 2.31253 0.22
N 0.20267 -0.42608 -0.19749 -0.53
N -0.01742 -0.63389 1.16403 0.42
N -0.32042 1.61931 1.48378 -0.64
O -0.21370 0.77116 -2.19530 -0.32